No. 1
{
  "formula": "C44H32Br2IrN2O2S2",
  "method": "ωB97M-V with the def2-TZVPD basis set",
  "lumo_ev": [-8.5, -11.4],
  "charge": 3,
  "spin_multiplicity": 5,
  "homo_ev": [-15.716, -15.710],
  "symbols": ["Ir", "Br", "C", "C", "C", "N", "C", "C", "C", "C", "C", "Br", "C", "C", "N", "H", "H", "H", "H", "H", "H", "C", "C", "C", "C", "C", "C", "C", "S", "O", "C", "C", "C", "C", "C", "C", "C", "C", "C", "C", "C", "C", "C", "C", "C", "C", "C", "C", "C", "C", "S", "O", "C", "C", "C", "C", "C", "C", "C", "H", "H", "H", "H", "H", "H", "H", "H", "H", "H", "H", "H", "H", "H", "H", "H", "H", "H", "H", "H", "H", "H", "H", "H", "H", "H"],
  "coordinates": [[0.896, 0.170, 0.017], [-0.919, -5.687, -3.065], [-0.467, -4.094, -2.191], [-1.391, -3.448, -1.377], [-1.008, -2.271, -0.770], [0.202, -1.734, -0.938], [1.107, -2.358, -1.708], [0.799, -3.544, -2.352], [2.420, -1.681, -1.828], [3.479, -2.215, -2.534], [4.667, -1.496, -2.640], [6.106, -2.205, -3.605], [4.765, -0.256, -2.021], [3.679, 0.201, -1.307], [2.531, -0.484, -1.209], [-2.380, -3.855, -1.226], [-1.689, -1.732, -0.122], [1.518, -4.050, -2.979], [3.408, -3.185, -3.001], [5.665, 0.336, -2.091], [3.724, 1.150, -0.792], [0.398, -0.574, 8.723], [0.097, -0.386, 7.272], [-1.215, -0.419, 6.793], [-1.491, -0.276, 5.445], [-0.435, -0.083, 4.566], [0.881, -0.054, 5.004], [1.137, -0.194, 6.355], [-0.796, 0.123, 2.824], [0.576, 0.025, 2.161], [-1.180, 1.903, 2.861], [-0.257, 2.778, 3.419], [-0.584, 4.116, 3.563], [-1.850, 4.583, 3.177], [-2.220, 5.930, 3.396], [-3.483, 6.392, 3.035], [-4.392, 5.521, 2.456], [-4.045, 4.193, 2.207], [-2.769, 3.698, 2.557], [-2.402, 2.344, 2.350], [-3.298, 1.421, 1.595], [-4.335, 0.726, 2.276], [-4.565, 0.903, 3.662], [-5.522, 0.169, 4.309], [-6.295, -0.779, 3.610], [-6.125, -0.943, 2.263], [-5.161, -0.184, 1.559], [-5.009, -0.309, 0.160], [-4.020, 0.375, -0.490], [-3.150, 1.216, 0.236], [-1.803, 1.843, -0.784], [-0.541, 1.811, 0.091], [-2.221, 3.568, -0.967], [-1.208, 4.435, -1.358], [-1.531, 5.724, -1.743], [-2.859, 6.157, -1.772], [-3.223, 7.525, -2.255], [-3.855, 5.270, -1.351], [-3.551, 3.974, -0.974], [-0.485, -0.849, 9.294], [0.812, 0.343, 9.148], [1.160, -1.341, 8.865], [-2.026, -0.572, 7.494], [-2.510, -0.332, 5.080], [1.689, 0.055, 4.291], [2.158, -0.160, 6.713], [0.708, 2.404, 3.736], [0.120, 4.809, 4.008], [-1.506, 6.594, 3.867], [-3.759, 7.422, 3.219], [-5.380, 5.879, 2.195], [-4.771, 3.521, 1.770], [-3.984, 1.638, 4.207], [-5.694, 0.313, 5.368], [-7.038, -1.362, 4.136], [-6.726, -1.656, 1.713], [-5.684, -0.948, -0.396], [-3.898, 0.292, -1.563], [-0.178, 4.099, -1.362], [-0.748, 6.402, -2.057], [-2.454, 7.947, -2.897], [-3.345, 8.200, -1.403], [-4.171, 7.513, -2.789], [-4.887, 5.600, -1.350], [-4.343, 3.282, -0.718]]
}


No. 2
{
  "formula": "C44H32F12GeNO4Re",
  "method": "ωB97M-V with the def2-TZVPD basis set",
  "lumo_ev": [-9.6, -10.2],
  "charge": 3,
  "spin_multiplicity": 2,
  "homo_ev": [-16.043, -16.412],
  "symbols": ["Re", "C", "C", "C", "C", "C", "N", "C", "C", "C", "C", "C", "C", "C", "C", "O", "C", "F", "F", "F", "C", "F", "F", "F", "C", "C", "C", "O", "C", "F", "F", "F", "C", "F", "F", "F", "H", "H", "H", "H", "H", "H", "H", "H", "H", "H", "H", "H", "C", "Ge", "C", "C", "C", "C", "C", "C", "C", "C", "C", "C", "C", "C", "C", "C", "C", "C", "H", "H", "H", "H", "H", "H", "H", "H", "H", "H", "H", "H", "H", "H", "H", "O", "C", "O", "C", "C", "C", "C", "C", "C", "H", "H", "H", "H", "H"],
  "coordinates": [[-0.514, 1.546, -0.168], [1.658, -1.123, 5.937], [1.517, -0.592, 4.543], [2.159, -1.194, 3.463], [2.074, -0.649, 2.194], [1.325, 0.502, 1.963], [1.330, 1.069, 0.644], [2.532, 1.385, 0.095], [3.695, 1.447, 0.927], [4.939, 1.705, 0.426], [5.128, 1.924, -0.944], [6.474, 2.218, -1.505], [3.988, 1.928, -1.770], [2.717, 1.700, -1.298], [1.573, 1.863, -2.287], [0.348, 1.423, -1.740], [1.741, 1.025, -3.589], [0.583, 0.949, -4.236], [2.111, -0.218, -3.255], [2.650, 1.547, -4.396], [1.344, 3.380, -2.576], [0.346, 3.558, -3.435], [0.991, 3.955, -1.407], [2.429, 3.969, -3.030], [0.610, 1.082, 3.022], [0.741, 0.540, 4.294], [-0.293, 2.280, 2.778], [-0.867, 2.150, 1.482], [0.481, 3.625, 2.817], [-0.327, 4.658, 2.631], [1.388, 3.626, 1.823], [1.115, 3.749, 3.969], [-1.546, 2.315, 3.707], [-2.100, 1.098, 3.735], [-1.230, 2.681, 4.939], [-2.450, 3.163, 3.224], [1.958, -2.169, 5.937], [0.729, -1.024, 6.497], [2.424, -0.559, 6.474], [2.749, -2.088, 3.620], [2.601, -1.105, 1.366], [3.575, 1.328, 1.993], [5.785, 1.759, 1.099], [7.245, 1.629, -1.007], [6.716, 3.271, -1.329], [6.518, 2.043, -2.577], [4.141, 2.149, -2.816], [0.230, 0.997, 5.131], [-1.274, -2.094, 1.136], [-1.887, -0.640, -0.081], [-2.111, -1.510, -1.796], [-1.137, -1.592, -2.792], [-1.376, -2.331, -3.941], [-2.579, -3.008, -4.096], [-3.553, -2.940, -3.110], [-3.327, -2.186, -1.964], [-3.442, 0.331, 0.557], [-4.322, -0.059, 1.540], [-5.255, 0.844, 2.087], [-5.246, 2.153, 1.694], [-4.343, 2.597, 0.698], [-4.247, 3.964, 0.340], [-3.355, 4.419, -0.608], [-2.585, 3.498, -1.309], [-2.596, 2.131, -0.971], [-3.486, 1.664, 0.080], [-2.031, -2.389, 1.861], [-0.352, -1.863, 1.661], [-1.741, -3.501, -0.268], [-0.192, -1.074, -2.681], [-0.626, -2.375, -4.721], [-2.764, -3.582, -4.995], [-4.495, -3.456, -3.238], [-4.113, -2.108, -1.220], [-4.301, -1.072, 1.928], [-5.948, 0.505, 2.844], [-5.917, 2.869, 2.153], [-4.902, 4.670, 0.838], [-3.307, 5.470, -0.855], [-1.996, 3.828, -2.157], [-2.423, 1.446, -1.812], [-1.005, -3.317, 0.354], [0.385, -3.296, -0.519], [0.980, -2.305, -0.367], [0.483, -4.516, -1.262], [1.423, -4.510, -2.306], [1.581, -5.646, -3.072], [0.819, -6.777, -2.797], [-0.103, -6.786, -1.754], [-0.281, -5.658, -0.979], [2.007, -3.621, -2.501], [2.299, -5.658, -3.880], [0.952, -7.668, -3.397], [-0.672, -7.681, -1.541], [-0.968, -5.686, -0.145]]
}


No. 3
{
  "formula": "C44H33N6O9P2Re",
  "method": "ωB97M-V with the def2-TZVPD basis set",
  "lumo_ev": [-3.6, -4.2],
  "charge": 1,
  "spin_multiplicity": 2,
  "homo_ev": [-10.846, -10.781],
  "symbols": ["Re", "O", "C", "N", "C", "O", "C", "C", "C", "C", "C", "N", "C", "C", "C", "C", "C", "N", "H", "H", "H", "H", "H", "H", "H", "H", "C", "N", "P", "C", "C", "C", "C", "C", "C", "C", "C", "C", "C", "C", "C", "P", "C", "C", "C", "C", "C", "C", "C", "C", "C", "C", "C", "C", "H", "H", "H", "H", "H", "H", "H", "H", "H", "H", "H", "H", "H", "H", "H", "H", "H", "H", "H", "H", "H", "H", "H", "O", "C", "O", "C", "C", "C", "C", "C", "C", "O", "N", "O", "O", "N", "O", "O", "H", "H"],
  "coordinates": [[-0.118, 0.125, 0.153], [0.423, -3.611, -1.203], [0.811, -2.557, -0.807], [0.369, -1.833, 0.333], [0.306, -2.477, 1.567], [0.648, -3.600, 1.818], [-0.312, -1.589, 2.592], [-0.549, -2.008, 3.874], [-1.264, -1.175, 4.723], [-1.740, 0.036, 4.246], [-1.447, 0.410, 2.950], [-0.722, -0.391, 2.140], [1.903, -1.756, -1.418], [2.930, -2.302, -2.148], [3.978, -1.468, -2.505], [3.950, -0.143, -2.100], [2.868, 0.322, -1.373], [1.841, -0.480, -1.049], [-0.173, -2.977, 4.176], [-1.456, -1.474, 5.749], [-2.332, 0.696, 4.866], [-1.776, 1.352, 2.533], [2.911, -3.357, -2.388], [4.819, -1.854, -3.071], [4.762, 0.532, -2.337], [2.829, 1.337, -1.020], [-3.149, 0.728, -3.168], [-2.118, 0.394, -2.168], [-2.325, -0.421, -0.735], [-2.798, -2.124, -1.057], [-2.449, -3.109, -0.133], [-2.909, -4.410, -0.288], [-3.715, -4.733, -1.370], [-4.055, -3.759, -2.302], [-3.607, -2.456, -2.145], [-3.700, 0.343, 0.144], [-4.073, 1.655, -0.143], [-5.122, 2.243, 0.554], [-5.777, 1.536, 1.553], [-5.381, 0.241, 1.870], [-4.345, -0.359, 1.167], [-0.455, 0.726, -2.229], [-0.287, 2.433, -2.780], [0.474, 3.328, -2.037], [0.647, 4.638, -2.464], [0.052, 5.061, -3.643], [-0.697, 4.169, -4.406], [-0.858, 2.857, -3.986], [0.164, -0.259, -3.610], [-0.463, -1.463, -3.934], [-0.040, -2.193, -5.037], [1.022, -1.734, -5.806], [1.670, -0.551, -5.469], [1.243, 0.189, -4.377], [-4.111, 0.337, -2.849], [-2.901, 0.301, -4.139], [-3.255, 1.807, -3.268], [-1.808, -2.871, 0.706], [-2.627, -5.169, 0.433], [-4.075, -5.749, -1.495], [-4.677, -4.013, -3.153], [-3.891, -1.711, -2.878], [-3.526, 2.231, -0.883], [-5.423, 3.258, 0.317], [-6.596, 1.999, 2.094], [-5.886, -0.306, 2.658], [-4.052, -1.374, 1.410], [0.923, 3.011, -1.106], [1.231, 5.328, -1.866], [0.171, 6.087, -3.973], [-1.145, 4.494, -5.340], [-1.393, 2.160, -4.622], [-1.270, -1.844, -3.313], [-0.544, -3.116, -5.299], [1.345, -2.300, -6.671], [2.499, -0.195, -6.068], [1.740, 1.120, -4.132], [-1.457, 4.049, 0.762], [-0.737, 3.092, 0.893], [-1.068, 1.892, 0.420], [0.540, 3.208, 1.660], [0.788, 4.434, 2.251], [1.891, 4.612, 3.047], [2.729, 3.569, 3.347], [2.481, 2.343, 2.773], [1.445, 2.150, 1.834], [1.400, 1.035, 1.099], [3.376, 1.231, 3.207], [4.499, 1.537, 3.573], [2.958, 0.086, 3.189], [2.162, 5.946, 3.634], [1.444, 6.868, 3.287], [3.089, 6.042, 4.422], [0.100, 5.248, 2.084], [3.552, 3.697, 4.034]]
}


No. 4
{
  "formula": "C44H35BrN7O2ReS",
  "method": "ωB97M-V with the def2-TZVPD basis set",
  "lumo_ev": [-3.3, -3.9],
  "charge": 1,
  "spin_multiplicity": 4,
  "homo_ev": [-9.903, -10.334],
  "symbols": ["Re", "Br", "C", "C", "C", "C", "O", "C", "C", "N", "C", "C", "C", "C", "C", "C", "C", "C", "N", "C", "C", "H", "H", "H", "H", "H", "H", "H", "H", "H", "H", "C", "C", "N", "C", "C", "C", "S", "N", "C", "O", "C", "C", "C", "C", "C", "C", "H", "H", "H", "H", "H", "H", "H", "H", "H", "H", "H", "H", "H", "H", "H", "N", "C", "C", "C", "C", "C", "C", "C", "C", "C", "C", "C", "C", "N", "C", "C", "C", "C", "N", "H", "H", "H", "H", "H", "H", "H", "H", "H", "H"],
  "coordinates": [[-0.760, 0.117, -0.554], [-2.597, -2.373, 6.446], [-2.330, -2.038, 4.601], [-2.166, -3.107, 3.715], [-1.920, -2.864, 2.386], [-1.801, -1.549, 1.892], [-1.565, -1.367, 0.622], [-1.970, -0.488, 2.801], [-1.870, 0.862, 2.374], [-1.512, 1.288, 1.206], [-1.668, 2.664, 0.933], [-1.730, 3.710, 1.844], [-1.979, 4.993, 1.383], [-2.228, 5.222, 0.037], [-2.190, 4.183, -0.883], [-2.540, 4.331, -2.287], [-2.479, 3.281, -3.102], [-1.941, 1.958, -2.657], [-1.757, 1.786, -1.225], [-1.855, 2.897, -0.427], [-2.265, -0.748, 4.150], [-2.245, -4.123, 4.078], [-1.818, -3.682, 1.683], [-2.168, 1.602, 3.113], [-1.565, 3.550, 2.901], [-1.999, 5.819, 2.080], [-2.453, 6.223, -0.308], [-2.899, 5.291, -2.634], [-2.773, 3.343, -4.142], [-2.558, 1.143, -3.049], [-2.418, 0.082, 4.828], [4.487, -2.251, 4.845], [3.345, -3.138, 4.364], [3.266, -3.147, 2.896], [3.963, -4.248, 2.233], [3.208, -5.569, 2.389], [2.607, -2.156, 2.286], [2.747, -2.011, 0.488], [1.961, -1.288, 2.998], [1.370, -0.133, 2.570], [1.051, 0.143, 1.409], [1.233, 0.874, 3.668], [1.160, 2.227, 3.350], [1.067, 3.178, 4.355], [1.032, 2.785, 5.685], [1.092, 1.435, 6.011], [1.197, 0.486, 5.010], [4.537, -2.269, 5.933], [4.323, -1.223, 4.520], [5.445, -2.596, 4.456], [2.402, -2.775, 4.759], [3.488, -4.164, 4.698], [4.958, -4.336, 2.674], [4.085, -4.007, 1.184], [3.281, -5.958, 3.404], [3.623, -6.318, 1.715], [2.150, -5.433, 2.159], [1.199, 2.532, 2.310], [1.030, 4.231, 4.106], [0.973, 3.528, 6.469], [1.056, 1.127, 7.048], [1.235, -0.565, 5.254], [1.392, -5.407, -9.127], [1.253, -4.807, -8.157], [1.066, -4.057, -6.951], [-0.227, -3.760, -6.521], [-0.412, -3.030, -5.360], [0.684, -2.591, -4.618], [1.971, -2.904, -5.048], [2.167, -3.629, -6.211], [0.470, -1.755, -3.402], [0.628, -2.290, -2.135], [1.034, -3.671, -1.889], [1.164, -3.822, -0.571], [0.966, -2.488, 0.067], [0.448, -1.635, -0.974], [0.147, -0.409, -3.552], [0.031, 0.254, -4.849], [-0.364, 1.510, -4.640], [-0.510, 1.719, -3.182], [-0.136, 0.450, -2.558], [-1.075, -4.094, -7.103], [-1.412, -2.792, -5.021], [2.820, -2.559, -4.471], [3.167, -3.853, -6.556], [1.191, -4.400, -2.667], [1.463, -4.702, -0.024], [0.420, -2.461, 1.002], [0.229, -0.239, -5.786], [-0.563, 2.283, -5.366], [0.112, 2.542, -2.814]]
}


No. 5
{
  "formula": "C44H35F6IMnN4O7",
  "method": "ωB97M-V with the def2-TZVPD basis set",
  "lumo_ev": [3.7, 3.7],
  "charge": -2,
  "spin_multiplicity": 6,
  "homo_ev": [-1.855, -2.877],
  "symbols": ["Mn", "C", "C", "C", "C", "C", "C", "C", "F", "C", "C", "C", "O", "C", "C", "N", "C", "C", "O", "O", "H", "H", "H", "H", "H", "H", "H", "H", "H", "H", "H", "C", "C", "C", "C", "C", "C", "N", "N", "C", "C", "C", "C", "C", "C", "H", "H", "H", "H", "H", "H", "H", "H", "H", "N", "C", "O", "C", "I", "H", "H", "H", "H", "C", "C", "C", "C", "C", "C", "C", "C", "C", "C", "O", "O", "H", "H", "H", "H", "H", "H", "H", "H", "H", "H", "H", "F", "C", "C", "F", "C", "F", "C", "O", "C", "F", "C", "F"],
  "coordinates": [[0.764, 1.514, 0.780], [-4.790, 1.547, -4.739], [-5.208, 0.717, -3.535], [-5.509, -0.720, -3.940], [-6.083, -1.479, -2.753], [-5.160, -1.353, -1.564], [-5.176, -2.304, -0.567], [-4.288, -2.214, 0.495], [-4.331, -3.179, 1.438], [-3.385, -1.200, 0.594], [-3.368, -0.217, -0.392], [-2.385, 0.881, -0.267], [-1.709, 0.986, 0.734], [-2.343, 1.798, -1.378], [-3.240, 1.676, -2.380], [-4.190, 0.702, -2.470], [-4.246, -0.287, -1.476], [-1.336, 2.936, -1.463], [-1.582, 3.840, -2.290], [-0.320, 2.844, -0.712], [-5.513, 1.382, -5.540], [-3.802, 1.240, -5.096], [-4.765, 2.616, -4.523], [-6.126, 1.147, -3.118], [-4.574, -1.190, -4.263], [-6.205, -0.724, -4.780], [-6.220, -2.533, -2.998], [-7.070, -1.074, -2.510], [-5.870, -3.139, -0.616], [-2.658, -1.148, 1.402], [-3.198, 2.421, -3.160], [5.766, -1.348, 1.569], [4.970, -1.007, 0.487], [3.911, -0.123, 0.646], [3.672, 0.457, 1.881], [4.471, 0.113, 2.976], [5.503, -0.794, 2.821], [2.622, 1.429, 1.962], [2.752, 2.234, 2.842], [1.777, 3.254, 2.789], [1.884, 4.293, 3.700], [0.985, 5.345, 3.638], [-0.012, 5.341, 2.664], [-0.119, 4.288, 1.763], [0.774, 3.238, 1.816], [6.591, -2.042, 1.440], [5.160, -1.427, -0.493], [3.292, 0.152, -0.199], [4.254, 0.561, 3.936], [6.109, -1.071, 3.674], [2.675, 4.262, 4.444], [1.061, 6.166, 4.342], [-0.717, 6.163, 2.609], [-0.900, 4.296, 1.013], [1.429, 1.374, -2.632], [2.262, 2.144, -1.885], [2.249, 2.059, -0.630], [3.237, 2.935, -2.568], [5.281, 1.001, -3.317], [0.674, 0.942, -2.125], [1.200, 1.709, -3.550], [3.889, 3.567, -1.982], [3.115, 3.155, -3.622], [4.727, -5.273, -1.497], [3.605, -4.276, -1.299], [3.088, -3.558, -2.371], [2.087, -2.606, -2.204], [1.628, -1.815, -3.407], [1.584, -2.360, -0.911], [2.102, -3.064, 0.180], [1.599, -2.857, 1.585], [3.100, -4.016, -0.036], [0.467, -1.334, -0.739], [-0.618, -1.560, -1.273], [0.782, -0.230, -0.147], [4.741, -5.652, -2.524], [4.629, -6.123, -0.815], [5.699, -4.803, -1.306], [3.485, -3.732, -3.369], [1.951, -2.300, -4.331], [2.068, -0.812, -3.379], [0.544, -1.709, -3.414], [0.822, -3.589, 1.820], [1.168, -1.872, 1.728], [2.415, -2.986, 2.301], [3.496, -4.559, 0.822], [-3.547, -0.089, 6.696], [-2.671, 0.074, 5.686], [-2.209, -1.000, 4.961], [-2.643, -2.230, 5.268], [-1.312, -0.825, 3.932], [-0.931, -1.918, 3.270], [-0.784, 0.428, 3.534], [0.069, 0.546, 2.582], [-1.306, 1.491, 4.310], [-0.915, 2.744, 4.058], [-2.207, 1.322, 5.341], [-2.640, 2.390, 6.025]]
}


Taking the records one at a time from the top gives energy above the lowest of the compared OMol25 structures with the same formula, charge and spin values of 0.00, 0.00, 5.07, 68.48, 0.00 kcal/mol.